Record 1
{
  "formula": "C5H13N2",
  "method": "the ωB97M-V functional and the def2-TZVPD basis",
  "spin_multiplicity": 1,
  "charge": 1,
  "fmax_ev_per_a": 6.10,
  "e_tot_ev": -8365.88089,
  "elements": ["N", "N", "C", "C", "C", "C", "C", "H", "H", "H", "H", "H", "H", "H", "H", "H", "H", "H", "H", "H"],
  "coordinates": [[-1.3706, 0.3553, -1.1652], [0.5692, 0.3936, 1.6086], [-0.1185, 1.0491, -1.3302], [0.9029, 0.0950, -1.5508], [-0.3893, -0.3691, 1.2701], [-0.9888, -1.5776, 1.9146], [1.6314, 0.9712, 1.9330], [0.9210, -0.6484, -0.8121], [0.0842, 1.6919, -0.3410], [-0.3282, 1.7477, -2.1191], [1.8954, 0.4576, -1.2163], [1.1329, -0.6060, -2.4595], [-1.0981, -2.3975, 1.2737], [-1.1042, -0.2144, 0.2051], [2.5824, 0.8393, 1.5371], [-2.1330, 0.9449, -1.3073], [-2.0299, -1.4173, 2.2314], [1.5391, 1.7040, 2.6561], [-0.3126, -1.7637, 2.7616], [-1.3247, -0.2775, -1.9789]],
  "forces_ev_per_angstrom": [[0.5, -2.6, -0.8], [-1.3, -2.9, -0.2], [-1.7, 3.7, 2.0], [5.3, -2.8, -1.1], [-1.1, 1.2, -1.7], [1.7, 1.5, 2.5], [-1.8, -0.2, 0.1], [-0.9, -1.5, 1.4], [-0.4, -1.3, -2.3], [0.8, 0.7, -0.5], [-0.2, 0.6, -1.0], [-1.1, 2.1, 0.8], [0.4, -1.2, -1.3], [1.4, 1.0, 0.9], [1.5, -0.9, -1.0], [-1.7, 1.2, -0.1], [0.4, 0.6, 0.1], [-0.2, 1.7, 1.4], [-0.8, -0.8, 0.1], [-0.9, -0.1, 0.6]],
  "mulliken_charge": [-0.5366, -0.1035, -0.3466, -1.1381, 0.5803, -1.2566, -0.2633, 0.3846, 0.1430, 0.3904, 0.3960, 0.3206, 0.3299, 0.3148, 0.3123, 0.2248, 0.3184, 0.3067, 0.3626, 0.2603]
}

***

Record 2
{
  "formula": "C5H13N2",
  "method": "the ωB97M-V functional and the def2-TZVPD basis",
  "spin_multiplicity": 1,
  "charge": 1,
  "fmax_ev_per_a": 4.62,
  "e_tot_ev": -8366.47735,
  "elements": ["N", "N", "C", "C", "C", "C", "C", "H", "H", "H", "H", "H", "H", "H", "H", "H", "H", "H", "H", "H"],
  "coordinates": [[-0.8434, 1.1909, -0.5104], [1.4118, -2.0538, -0.4847], [0.3738, -0.0637, -1.0030], [1.2811, -0.4879, 1.3741], [0.5180, -1.1127, 0.1274], [-0.5798, 2.2954, 0.0587], [-2.1777, 0.8837, -0.6659], [1.2902, -3.0056, -0.6818], [0.4194, 2.5660, 0.2113], [1.4772, 0.3447, -0.9698], [2.3266, -1.7850, -0.3390], [2.0910, 0.3260, 1.2163], [-1.3548, 2.9547, 0.3785], [-0.0036, -0.2582, -2.0430], [1.4353, -1.4221, 1.8231], [0.5367, -0.0819, 2.0029], [-2.6771, 1.5378, -1.3545], [-2.7234, 1.0291, 0.2270], [-0.3172, -1.5325, 0.5823], [-2.3460, -0.2210, -0.9293]],
  "forces_ev_per_angstrom": [[4.1, 0.0, 0.3], [-1.2, 1.1, -0.5], [0.2, 1.7, 0.6], [-0.9, 1.1, -2.0], [2.4, 1.6, -0.5], [0.4, -1.1, -0.6], [-3.0, -3.3, -1.2], [-0.8, -1.1, -0.1], [1.4, 0.4, 0.2], [-2.6, 0.2, -0.7], [2.2, 0.1, 0.2], [-1.0, -2.0, 0.1], [-0.6, 0.3, 0.2], [0.3, -0.2, 1.3], [1.8, -0.9, 1.3], [-0.8, 1.0, 0.8], [0.0, 0.1, -0.9], [-0.4, 0.1, 1.3], [-1.9, -0.9, 0.0], [0.3, 1.7, 0.0]],
  "mulliken_charge": [0.0830, -0.4732, -0.6582, -1.3866, 0.3001, -0.2317, -1.0810, 0.1698, 0.2864, 0.2980, 0.1989, 0.2853, 0.3269, 0.3608, 0.4692, 0.4096, 0.4117, 0.4453, 0.4632, 0.3225]
}

***

Record 3
{
  "formula": "C5H13N2",
  "method": "the ωB97M-V functional and the def2-TZVPD basis",
  "spin_multiplicity": 1,
  "charge": 1,
  "fmax_ev_per_a": 0.58,
  "e_tot_ev": -8368.55600,
  "elements": ["N", "N", "C", "C", "C", "C", "C", "H", "H", "H", "H", "H", "H", "H", "H", "H", "H", "H", "H", "H"],
  "coordinates": [[0.5572, 2.3552, 1.3032], [0.5769, -1.4310, 0.6191], [-0.3041, -0.5035, -2.9963], [0.3749, -0.7260, -1.6861], [-0.1845, -1.2904, -0.6393], [-1.0971, 0.7182, 1.9744], [0.0292, 1.4197, 2.1554], [0.5600, 1.3237, 3.0953], [-1.5086, 0.1681, 2.8059], [0.5057, -2.3821, 0.9872], [-0.4566, 0.5633, -3.1624], [-1.2038, -1.6460, -0.5790], [1.5588, 2.4682, 1.3051], [-1.7230, 0.8250, 1.0953], [-1.2690, -0.9983, -3.0255], [0.1748, -0.7927, 1.3596], [0.1576, 2.3982, 0.3790], [1.4025, -0.3741, -1.6258], [0.2953, -0.8875, -3.8065], [1.5539, -1.2082, 0.4414]],
  "forces_ev_per_angstrom": [[0.2, -0.5, -0.2], [-0.5, -0.3, 0.0], [-0.3, 0.0, 0.4], [0.1, 0.2, -0.4], [-0.1, 0.0, 0.3], [-0.2, -0.2, 0.0], [0.1, 0.3, 0.1], [0.1, 0.0, 0.0], [0.0, -0.1, 0.1], [0.2, 0.0, -0.1], [0.1, 0.0, 0.0], [0.1, 0.0, 0.0], [-0.1, 0.2, 0.2], [0.1, 0.1, 0.0], [-0.2, 0.0, 0.0], [0.1, 0.3, -0.3], [-0.1, 0.1, 0.0], [0.0, -0.1, 0.1], [0.3, -0.1, -0.3], [0.1, 0.0, 0.2]],
  "mulliken_charge": [-0.4290, -0.2070, -1.2311, -0.1881, -0.0143, -1.1856, 0.1863, 0.3498, 0.3470, 0.3755, 0.3012, 0.3655, 0.2589, 0.3429, 0.3402, 0.1792, 0.2253, 0.2679, 0.3517, 0.3637]
}

***

Record 4
{
  "formula": "C5H13N2",
  "method": "the ωB97M-V functional and the def2-TZVPD basis",
  "spin_multiplicity": 1,
  "charge": 1,
  "fmax_ev_per_a": 3.03,
  "e_tot_ev": -8365.12587,
  "elements": ["N", "N", "C", "C", "C", "C", "C", "H", "H", "H", "H", "H", "H", "H", "H", "H", "H", "H", "H", "H"],
  "coordinates": [[-1.1932, 0.6825, -0.6743], [-4.3210, -0.9671, 1.2822], [-1.0538, 1.5129, -1.8932], [2.1374, -1.0049, 0.2356], [1.2279, -0.0521, -0.5039], [3.2771, -0.2194, 0.9222], [-0.1232, 0.1640, -0.1366], [-3.4534, -0.4110, 1.0539], [1.6184, 0.3114, -1.4414], [2.7341, 0.5513, 1.4148], [2.5708, -1.7196, -0.5011], [-1.6701, 1.1970, -2.7947], [4.0052, 0.2808, 0.2638], [-0.2842, -0.2982, 0.8726], [-4.3127, -1.0606, 2.3525], [3.8052, -0.8625, 1.6985], [-1.3701, 2.5742, -1.6631], [-0.0006, 1.5419, -2.4442], [1.5893, -1.6832, 0.9770], [-5.1831, -0.5373, 0.9795]],
  "forces_ev_per_angstrom": [[1.6, 1.2, -1.9], [1.9, -0.1, 2.1], [1.5, 0.1, -2.0], [-1.2, -1.1, -0.3], [0.7, -1.5, -0.6], [0.6, -0.3, 0.7], [-0.9, -0.9, 2.7], [-1.8, -0.5, 0.1], [0.2, 0.5, -0.2], [0.2, 0.9, 1.0], [-0.2, 0.6, 0.0], [-0.1, 0.0, 1.7], [-0.3, -0.6, 0.0], [-0.4, 0.3, -0.9], [-0.3, 0.3, -2.3], [-0.7, 0.8, -1.2], [0.2, -1.2, 0.1], [-1.7, 0.0, 1.8], [0.5, 1.4, -0.8], [0.2, 0.4, 0.1]],
  "mulliken_charge": [-0.1235, -0.6466, -0.6227, -0.4059, -0.0602, -1.0526, 0.1517, 0.1784, 0.3077, 0.3894, 0.3139, 0.2979, 0.3427, 0.2914, 0.2428, 0.3044, 0.2982, 0.1995, 0.3662, 0.2274]
}

***

The records above yield relative energy (zero: lowest compared OMol25 entry of this formula, charge and spin) values of 113.7; 99.9; 52.0; 131.1 kcal per mole, respectively.